Entry 1:
This record from OMol25 describes an isolated ion of composition C4H10N and charge +1. The level of theory is the ωB97M-V functional and the def2-TZVPD basis.

Structure (XYZ):
```
15
Properties=species:S:1:pos:R:3:forces:R:3:nbo_charge:R:1
C -1.13422 0.27366 0.53622 0.554 0.203 1.041 -0.43
C 0.19124 -0.00670 1.26028 -0.009 0.021 0.196 -0.43
C 1.26845 0.13777 0.19507 0.188 0.064 -0.007 -0.22
N 0.54853 -0.11334 -1.12210 0.089 -0.094 -0.041 -0.50
C -0.92899 -0.26474 -0.85508 -0.530 -0.300 0.053 -0.23
H -1.95019 -0.20241 1.06060 -0.286 -0.177 -0.094 0.26
H -1.31261 1.34912 0.60124 -0.095 -0.043 -0.512 0.23
H 0.33556 0.67171 2.09509 0.115 0.143 -0.024 0.26
H 0.24087 -1.00948 1.68784 -0.157 -0.042 -0.175 0.23
H 1.76591 1.09848 0.08248 -0.195 0.100 0.374 0.23
H 2.02959 -0.62427 0.30974 0.186 -0.017 -0.124 0.24
H 0.67169 0.65790 -1.77241 0.266 0.039 -0.009 0.44
H 0.97742 -0.93546 -1.53799 -0.317 -0.088 -0.340 0.44
H -1.49220 0.27950 -1.59094 -0.039 0.230 -0.467 0.24
H -1.21104 -1.31174 -0.95004 0.228 -0.038 0.129 0.24
```
Positions in Å, forces in eV/Å.

As for the total energy: -5793.7543 eV. As for the SMILES: C1CC[NH2+]C1. Its total charge is +1. As for the multiplicity: 1. The HOMO energy is -16.46 eV. For the energy above the lowest of the compared OMol25 structures with the same formula, charge and spin, the calculation gives 2.4 kcal per mole.

Entry 2:
This record from OMol25 describes a 3-piece molecular cluster, C4H10N overall. The level of theory is the ωB97M-V functional and the def2-TZVPD basis.

Structure (XYZ):
```
15
Properties=species:S:1:pos:R:3:forces:R:3:nbo_charge:R:1
C 0.24987 -1.31198 0.76737 0.280 -0.487 1.279 -0.37
C -1.26950 0.89558 0.43062 0.842 0.914 -0.589 -0.29
C -0.13869 -0.05990 0.66107 -0.432 0.401 -0.107 0.12
C -2.37025 0.52892 -0.26324 -0.400 0.594 0.051 -0.28
N 1.04841 0.73416 0.25024 0.969 -1.074 -4.321 -0.75
H 1.30158 -1.45098 0.77103 1.012 0.015 -0.381 0.20
H -0.10186 -2.24355 1.11229 -1.850 -0.487 0.122 0.26
H -0.74246 1.91567 0.57420 -2.159 -1.108 -0.623 0.20
H 1.55734 -0.89566 -1.42037 2.232 -2.273 -2.168 -0.13
H -2.61513 -0.53347 -0.01366 -0.083 0.802 -1.272 0.23
H 2.17862 -1.35872 -1.84373 -2.218 1.822 1.582 0.18
H -3.02693 1.18238 -1.01006 1.351 -1.392 2.372 0.27
H 1.56302 0.04164 -0.47910 -0.135 1.811 2.644 0.46
H 1.61771 1.16275 0.96522 0.348 0.130 0.192 0.46
H 0.74826 1.39315 -0.50187 0.244 0.333 1.220 0.44
```
Positions in Å, forces in eV/Å.

As for the total energy: -5788.5965 eV. Its total charge is +1. As for the multiplicity: 1. The HOMO energy is -13.91 eV. For the energy above the lowest of the compared OMol25 structures with the same formula, charge and spin, the calculation gives 121.3 kcal per mole.

Entry 3:
This record from OMol25 describes a 2-piece molecular cluster, C4H10N2 overall. The level of theory is the ωB97M-V functional and the def2-TZVPD basis.

Structure (XYZ):
```
16
Properties=species:S:1:pos:R:3:forces:R:3:nbo_charge:R:1
C -0.91660 2.26322 -0.69896 0.016 -2.003 2.022 -0.45
C -2.44041 0.25458 -0.60511 -1.760 0.565 0.859 -0.32
N -1.42826 0.93647 -0.12659 1.855 2.311 -0.637 -0.79
H -1.66197 3.00370 -0.97816 -0.583 -0.044 -0.520 0.14
H -0.35722 2.76902 0.11245 0.029 -0.268 -0.239 0.16
H -0.20126 2.03903 -1.48632 0.072 0.387 -0.633 0.14
H -3.41467 0.38251 -0.06218 -0.167 -0.246 -0.497 0.06
H -2.43700 -0.64843 -1.21014 0.453 -0.539 -0.442 0.08
C 0.51977 -1.00492 1.06530 1.369 -2.960 0.654 -0.45
C 2.52724 -1.55729 -0.25685 -1.572 1.084 2.871 -0.13
N 1.99113 -1.01447 0.77768 -0.505 0.239 -1.110 -0.39
H 0.45515 -1.74604 1.97885 -0.256 1.801 -1.257 0.17
H 0.26921 0.02907 1.24299 -0.495 -0.003 0.334 0.26
H -0.16267 -1.41541 0.27970 0.716 0.419 0.302 0.20
H 3.55747 -1.26636 -0.30811 0.709 -0.688 -0.843 0.17
H 1.95820 -2.24278 -0.86577 0.121 -0.053 -0.864 0.15
```
Positions in Å, forces in eV/Å.

As for the total energy: -7285.6371 eV. Its total charge is -1. As for the multiplicity: 2. The HOMO energy (spin up / spin down) is -0.43 / -1.34 eV. For the energy above the lowest of the compared OMol25 structures with the same formula, charge and spin, the calculation gives 65.1 kcal per mole.

Entry 4:
This record from OMol25 describes one molecule with the formula C4H10N2. The level of theory is the ωB97M-V functional and the def2-TZVPD basis.

Structure (XYZ):
```
16
Properties=species:S:1:pos:R:3:forces:R:3:nbo_charge:R:1
C -0.29273 -0.78420 0.63991 0.020 -0.005 0.241 0.09
C 1.28123 -0.34756 -1.14048 -0.133 0.065 0.139 -0.44
C 0.37113 0.20217 1.57795 -0.020 -0.083 -0.148 -0.65
N 0.38891 -1.29645 -0.52275 -0.696 0.204 -0.100 -0.61
C -1.57676 0.99290 -0.56871 0.116 -0.355 0.552 -0.11
N -1.44186 -0.23630 -0.21397 -0.149 0.396 -1.145 -0.47
H -0.91990 -1.01422 -1.04358 0.889 -0.373 0.392 0.43
H -0.72089 -1.61278 1.20695 0.036 0.066 -0.018 0.19
H 1.65293 -0.76833 -2.07509 -0.010 0.029 0.041 0.21
H 0.79119 0.62827 -1.38323 -0.037 -0.027 0.001 0.14
H 2.14380 -0.09922 -0.50980 -0.033 -0.027 -0.032 0.18
H 0.76656 1.07527 1.06095 -0.021 0.011 -0.041 0.21
H 1.20285 -0.29983 2.07380 -0.011 0.026 0.008 0.23
H -0.33187 0.53352 2.34417 0.017 -0.008 -0.014 0.22
H -1.93305 1.22133 -1.56741 -0.301 -0.026 0.154 0.19
H -1.38155 1.80543 0.12129 0.333 0.107 -0.030 0.18
```
Positions in Å, forces in eV/Å.

As for the total energy: -7286.9624 eV. Its total charge is 0. As for the multiplicity: 1. The HOMO energy is -7.98 eV. For the energy above the lowest of the compared OMol25 structures with the same formula, charge and spin, the calculation gives 84.3 kcal per mole.

Entry 5:
This record from OMol25 describes one molecule with the formula C4H10N2. The level of theory is the ωB97M-V functional and the def2-TZVPD basis.

Structure (XYZ):
```
16
Properties=species:S:1:pos:R:3:forces:R:3:nbo_charge:R:1
C -1.86469 0.68053 -0.07593 -3.281 0.574 -2.908 -0.42
N -1.44085 -0.69022 0.03074 -0.946 -0.143 1.587 -0.63
C -0.14342 -1.12748 -0.24723 1.991 0.311 -3.302 -0.24
C 1.02931 -0.48191 0.39009 0.684 1.239 2.443 -0.10
C 1.39005 0.93186 0.01192 -0.704 -1.443 -1.981 -0.28
N 2.24333 -0.26446 -0.40079 -0.807 1.054 0.460 -0.58
H -1.69235 1.44742 0.72688 0.184 -0.889 -0.625 0.19
H -1.54381 1.07001 -1.12617 -0.205 -0.416 1.984 0.20
H -3.10205 0.58090 -0.28074 3.133 0.658 0.933 0.19
H -1.64037 -1.07736 0.93881 -0.764 0.136 0.251 0.35
H 0.11930 -0.93284 -1.32161 -0.579 -0.044 0.337 0.19
H -0.12349 -2.20455 -0.23973 0.096 -0.532 0.565 0.21
H 1.23767 -0.68849 1.48317 -0.418 0.048 -1.161 0.18
H 0.86000 1.39250 -0.85122 0.423 -0.638 0.592 0.20
H 1.67205 1.68774 0.69932 0.696 0.095 0.873 0.20
H 2.99932 -0.32366 0.26251 0.498 -0.010 -0.045 0.35
```
Positions in Å, forces in eV/Å.

As for the total energy: -7287.8785 eV. As for the SMILES: CNC[C@@H]1CN1. Its total charge is 0. As for the multiplicity: 1. The HOMO energy is -8.75 eV. For the energy above the lowest of the compared OMol25 structures with the same formula, charge and spin, the calculation gives 63.2 kcal per mole.

Entry 6:
This record from OMol25 describes one molecule with the formula C4H10N2. The level of theory is the ωB97M-V functional and the def2-TZVPD basis.

Structure (XYZ):
```
16
Properties=species:S:1:pos:R:3:forces:R:3:nbo_charge:R:1
C 2.53808 -0.54726 -0.43995 -0.673 0.931 1.618 -0.60
C 1.17349 -0.25688 0.22293 -0.464 -0.906 -1.021 -0.42
C 0.40819 0.96329 -0.35722 0.714 0.212 1.572 -0.26
N -0.99319 0.81147 -0.63407 0.119 0.823 -0.677 -0.49
C -1.86878 0.11615 -0.06764 0.031 -1.298 0.011 0.28
N -1.71754 -0.81059 0.99326 0.465 1.132 -1.058 -0.85
H 3.24846 0.23514 -0.14296 0.060 -0.198 -0.312 0.20
H 2.85021 -1.48440 0.01377 0.470 -0.187 -0.571 0.21
H 2.40757 -0.55291 -1.51390 0.226 -0.327 -0.171 0.21
H 0.59372 -1.17322 0.08221 -0.228 0.117 -0.572 0.20
H 1.20660 -0.26429 1.31231 0.521 0.614 0.192 0.19
H 0.89362 1.40239 -1.23261 -0.028 -0.644 -0.297 0.20
H 0.60775 1.77265 0.37157 -0.634 -0.019 -0.043 0.19
H -2.82377 0.07607 -0.59936 -0.181 0.021 0.577 0.17
H -2.52926 -1.03290 1.53398 -0.190 0.076 0.202 0.39
H -0.87355 -0.59378 1.49753 -0.207 -0.350 0.549 0.38
```
Positions in Å, forces in eV/Å.

As for the total energy: -7289.5186 eV. As for the SMILES: CCC/N=C\N. Its total charge is 0. As for the multiplicity: 1. The HOMO energy is -8.85 eV. For the energy above the lowest of the compared OMol25 structures with the same formula, charge and spin, the calculation gives 25.4 kcal per mole.